C10H7BrNO2 | ωB97M-V/def2-TZVPD

Calculated values
**Relative energy (zero: lowest compared OMol25 entry of this formula, charge and spin)**: 27.97 kcal/mol
**Net charge**: -1
**Calculated total energy**: -86109.7700 eV
**Multiplicity**: 1
**Molecular weight**: 253.075 Da
**LUMO level**: 3.061 eV
**Kohn-Sham gap**: 8.209 eV

Structure (XYZ):
```
21
C10H7BrNO2, DFT ωB97M-V/def2-TZVPD
C -2.656 -0.044 1.664
C 0.363 -1.437 -2.384
C 1.124 -0.711 -1.492
C -1.006 -1.417 -2.250
C 0.596 -0.032 -0.449
C -1.618 -0.659 -1.226
C -0.771 -0.011 -0.348
C -3.169 -0.582 -1.196
C -0.750 1.453 2.242
C -1.716 1.006 1.228
N -3.221 -0.766 2.366
O -3.671 -1.184 -2.143
O -3.669 0.119 -0.314
Br -2.502 2.577 0.440
H 1.017 -2.028 -3.037
H 2.314 -0.781 -1.522
H -1.734 -1.910 -2.808
H 1.165 0.493 0.386
H -1.252 1.543 3.120
H -0.336 2.564 2.038
H -0.023 0.676 2.380
```

=====

C30H52N12NiO2S | ωB97M-V/def2-TZVPD

Calculated values
**Expectation value of S²**: 2.0050
**Relative energy (zero: lowest compared OMol25 entry of this formula, charge and spin)**: 3.26 kcal/mol
**Net charge**: +2
**Calculated total energy**: -105800.5289 eV
**Multiplicity**: 3
**Molecular weight**: 703.588 Da
**LUMO level (alpha / beta)**: -3.831 / -4.409 eV
**Kohn-Sham gap (alpha / beta)**: 7.881 / 7.269 eV

Structure (XYZ):
```
98
C30H52N12NiO2S, DFT ωB97M-V/def2-TZVPD
Ni -0.493 0.544 0.533
C 2.256 2.403 3.570
N 1.161 1.508 3.203
C -0.058 2.177 2.806
C 1.398 0.229 2.819
N 0.626 -0.317 1.896
C 0.543 -1.732 1.796
C 0.243 -2.481 2.905
C 0.379 -3.884 2.892
C 0.885 -4.502 1.788
C 1.171 -3.763 0.611
C 1.790 -4.392 -0.498
C 2.116 -3.659 -1.600
C 1.698 -2.319 -1.706
C 0.992 -1.704 -0.699
N 0.330 -0.480 -0.942
C -0.172 -0.267 -2.167
N -0.780 -1.239 -2.900
C -0.606 -1.327 -4.345
C -1.332 -2.434 -2.288
N -0.146 0.969 -2.675
C 0.790 1.973 -2.181
C -1.181 1.486 -3.561
C 0.874 -2.376 0.563
N 2.418 -0.415 3.428
C 3.217 -1.434 2.766
C 2.723 -0.211 4.837
H 2.204 3.297 2.947
H 3.208 1.922 3.373
H 2.193 2.698 4.619
H -0.250 3.004 3.488
H -0.907 1.494 2.878
H 0.007 2.597 1.792
H -0.017 -1.973 3.826
H 0.143 -4.452 3.782
H 1.083 -5.566 1.791
H 2.034 -5.445 -0.434
H 2.653 -4.112 -2.423
H 1.887 -1.780 -2.627
H 0.046 -0.532 -4.695
H -1.559 -1.262 -4.872
H -0.143 -2.287 -4.586
H -1.432 -2.305 -1.214
H -0.693 -3.303 -2.463
H -2.314 -2.635 -2.725
H 1.638 1.496 -1.698
H 0.290 2.644 -1.481
H 1.146 2.556 -3.031
H -1.986 0.765 -3.663
H -0.778 1.719 -4.548
H -1.586 2.396 -3.116
H 3.095 -1.367 1.690
H 2.960 -2.438 3.112
H 4.266 -1.239 2.993
H 1.957 0.400 5.306
H 3.695 0.266 4.975
H 2.744 -1.182 5.335
N -2.314 -0.352 0.998
C -3.270 0.037 -0.062
C -4.743 -0.040 0.380
C -5.654 -0.910 -0.486
C -5.776 -0.456 -1.940
N -6.060 0.966 -2.067
C -7.248 1.537 -2.038
N -8.379 0.827 -2.097
N -7.323 2.869 -1.940
C -2.873 1.430 -0.599
O -3.672 2.012 -1.341
O -1.727 1.871 -0.277
H -2.259 -1.358 1.124
H -2.619 0.027 1.891
H -3.094 -0.643 -0.902
H -5.154 0.970 0.444
H -4.774 -0.446 1.393
H -6.646 -0.923 -0.027
H -5.297 -1.944 -0.487
H -6.522 -1.051 -2.467
H -4.838 -0.622 -2.473
H -5.227 1.546 -1.876
H -8.358 -0.159 -2.286
H -9.272 1.285 -2.138
H -6.481 3.416 -1.871
H -8.198 3.356 -2.012
C 6.235 -0.078 0.248
N 6.034 1.350 0.207
C 7.157 2.279 0.309
C 6.478 3.646 0.158
N 5.084 3.305 0.429
C 4.857 1.977 0.336
S 3.337 1.257 0.389
H 6.990 -0.360 -0.486
H 5.297 -0.572 0.009
H 6.573 -0.400 1.237
H 7.886 2.084 -0.477
H 7.655 2.168 1.276
H 6.597 4.047 -0.850
H 6.853 4.375 0.872
H 4.320 3.947 0.314
```

=====

C32H36BCl3GeN11RbSi | ωB97M-V/def2-TZVPD

Calculated values
**Expectation value of S²**: 0.7630
**Relative energy (zero: lowest compared OMol25 entry of this formula, charge and spin)**: 0.00 kcal/mol
**Net charge**: +1
**Calculated total energy**: -153450.7617 eV
**Multiplicity**: 2
**Molecular weight**: 878.052 Da
**LUMO level (alpha / beta)**: -2.387 / -6.302 eV
**Kohn-Sham gap (alpha / beta)**: 8.570 / 4.654 eV

Structure (XYZ):
```
86
C32H36BCl3GeN11RbSi, DFT ωB97M-V/def2-TZVPD
Rb -2.343 7.812 18.278
C -3.967 10.523 15.351
C -3.405 9.280 14.798
C -3.577 8.768 13.523
C -2.926 7.563 13.575
N -2.314 7.427 14.764
N -2.601 8.518 15.541
B -1.776 6.109 15.451
N -2.760 5.570 16.425
C -3.997 5.199 16.180
C -4.492 4.330 17.055
C -3.463 4.184 18.009
C -3.518 3.312 19.172
N -2.411 4.877 17.614
N -0.360 6.349 16.166
C 0.601 5.330 16.112
C 1.705 5.710 16.897
C 1.294 6.984 17.441
C 2.004 8.039 18.183
N -0.014 7.305 16.895
N -1.492 5.132 14.292
C -0.663 5.255 13.219
C -0.435 3.966 12.718
C -1.081 3.070 13.633
C -1.187 1.543 13.601
N -1.690 3.817 14.567
H -4.635 10.938 14.590
H -3.174 11.313 15.424
H -4.492 10.513 16.322
H -4.189 9.190 12.714
H -2.770 6.797 12.906
H -4.415 5.509 15.261
H -5.488 3.908 17.056
H -4.348 3.642 19.796
H -2.572 3.348 19.716
H -3.794 2.284 18.855
H 0.501 4.425 15.429
H 2.641 5.187 17.027
H 1.588 8.199 19.176
H 2.014 9.041 17.736
H 3.037 7.756 18.378
H -0.313 6.179 12.755
H 0.085 3.832 11.777
H -1.542 1.290 12.604
H -1.814 1.236 14.505
H -0.179 1.155 13.691
Cl -1.591 10.833 20.047
Si -1.578 10.901 22.136
Cl -0.145 9.623 22.756
Cl -1.157 12.878 22.613
N -5.173 3.860 22.868
C -4.094 4.494 22.326
C -4.315 5.426 21.270
N -3.309 6.072 20.695
C -2.080 5.819 21.115
C -1.878 4.877 22.144
N -2.858 4.247 22.769
H -6.103 4.144 22.584
H -5.061 2.869 23.189
H -5.304 5.579 20.866
H -1.250 6.379 20.709
H -0.893 4.613 22.515
Ge -3.682 10.188 22.898
C -4.777 10.297 21.300
C -5.388 9.149 20.802
C -5.958 9.155 19.545
C -6.080 10.326 18.873
C -5.615 11.537 19.427
C -4.943 11.519 20.614
C -4.282 11.114 24.497
C -5.015 10.424 25.471
C -5.671 11.071 26.508
C -5.747 12.436 26.526
C -5.064 13.190 25.554
C -4.359 12.533 24.525
H -3.783 8.645 23.235
H -5.275 8.226 21.384
H -6.264 8.222 19.031
H -6.521 10.341 17.861
H -5.706 12.504 18.929
H -4.445 12.397 20.913
H -4.901 9.345 25.554
H -6.123 10.422 27.299
H -6.392 12.934 27.226
H -5.108 14.222 25.550
H -3.882 13.119 23.781
```

=====

C7H5ClO4 | ωB97M-V/def2-TZVPD

Calculated values
**Expectation value of S²**: 2.0098
**Net charge**: -2
**Calculated total energy**: -28047.0062 eV
**Multiplicity**: 3
**Molecular weight**: 188.566 Da
**LUMO level (alpha / beta)**: 5.902 / 4.416 eV
**Kohn-Sham gap (alpha / beta)**: 4.486 / 5.756 eV

Structure (XYZ):
```
17
C7H5ClO4, DFT ωB97M-V/def2-TZVPD
C -1.500 -0.015 -0.319
C -0.281 -0.346 -0.874
C 1.155 -2.321 -0.452
C 3.795 0.406 0.058
C 1.437 -0.135 1.067
C 0.997 -0.729 -0.227
C 2.183 0.355 -0.041
O 0.753 -2.863 0.607
O 4.435 0.773 -0.957
O 1.511 -2.798 -1.527
O 4.106 0.166 1.247
Cl 1.734 1.950 -0.688
H -2.388 0.317 -0.838
H -1.636 0.497 0.693
H -0.191 -0.502 -1.945
H 0.697 0.510 1.691
H 2.077 -0.682 1.782
```

=====

C28H24N5O6S7Ta | ωB97M-V/def2-TZVPD

Calculated values
**Relative energy (zero: lowest compared OMol25 entry of this formula, charge and spin)**: 33.89 kcal/mol
**Net charge**: 0
**Calculated total energy**: -126558.6651 eV
**Multiplicity**: 1
**Molecular weight**: 931.946 Da
**LUMO level**: -2.255 eV
**Kohn-Sham gap**: 3.546 eV

Structure (XYZ):
```
71
C28H24N5O6S7Ta, DFT ωB97M-V/def2-TZVPD
Ta 0.454 -1.657 -0.910
C -0.571 -3.519 2.776
C -0.057 -3.503 1.389
O -0.473 -2.529 0.640
C 0.885 -4.502 0.867
C 1.373 -5.548 1.750
C 2.054 -6.648 1.266
C 2.310 -6.704 -0.123
C 2.018 -5.638 -0.892
C 1.364 -4.444 -0.437
O 1.226 -3.405 -1.258
H -1.271 -2.700 2.909
H 0.185 -3.298 3.537
H -1.025 -4.484 3.041
H 1.050 -5.497 2.739
H 2.265 -7.461 1.958
H 2.838 -7.545 -0.588
H 2.279 -5.718 -1.989
O 1.697 -1.242 0.728
N 2.989 -0.686 0.742
C 3.578 -0.594 1.990
C 4.892 -0.119 1.994
C 5.566 0.202 0.781
C 4.944 -0.036 -0.428
C 3.569 -0.356 -0.428
S 2.604 -0.565 -1.836
H 2.965 -0.772 2.892
H 5.397 0.035 2.923
H 6.581 0.604 0.822
H 5.465 -0.042 -1.394
O -1.501 -1.577 -1.548
S -1.285 -1.612 -3.063
O 0.335 -1.811 -2.952
O -1.879 -2.753 -3.720
S -1.762 0.213 -3.786
N -0.013 2.686 -2.340
C 0.572 2.384 -1.216
S -0.138 1.167 -0.213
N 1.767 2.955 -0.893
C 2.456 4.070 -1.497
C 3.710 3.894 -2.097
C 4.217 4.982 -2.738
C 3.513 6.218 -2.854
C 2.310 6.409 -2.199
C 1.773 5.318 -1.556
H -0.807 2.069 -2.586
H 0.200 3.420 -2.939
H 2.222 2.653 -0.077
H 4.231 2.949 -2.054
H 5.234 4.865 -3.198
H 3.943 6.967 -3.531
H 1.719 7.343 -2.170
H 0.838 5.397 -1.011
S -7.133 -2.034 1.374
C -5.819 -1.256 2.020
S -4.525 -2.116 2.681
C -3.976 -0.747 3.664
N -4.598 0.351 3.308
N -5.505 0.094 2.298
C -5.753 1.202 1.430
C -5.214 2.425 1.844
C -5.286 3.480 0.960
C -6.011 3.391 -0.226
C -6.625 2.177 -0.650
C -6.384 1.014 0.130
S -2.697 -1.123 4.659
H -4.733 2.522 2.758
H -4.661 4.379 1.124
H -6.177 4.333 -0.756
H -7.144 2.091 -1.595
H -6.563 -0.015 -0.246
```

=====

C16H54BF4N4O8 | ωB97M-V/def2-TZVPD

Calculated values
**Relative energy (zero: lowest compared OMol25 entry of this formula, charge and spin)**: 0.00 kcal/mol
**Net charge**: +1
**Calculated total energy**: -51350.7091 eV
**Multiplicity**: 1
**Molecular weight**: 517.432 Da
**LUMO level**: -4.334 eV
**Kohn-Sham gap**: 6.378 eV

Structure (XYZ):
```
87
C16H54BF4N4O8, DFT ωB97M-V/def2-TZVPD
O 2.705 -1.385 -3.031
H 2.762 -1.508 -4.003
H 3.416 -0.804 -2.714
H 1.786 -1.016 -2.809
O 4.191 3.005 -0.874
H 4.531 3.582 -1.582
H 4.294 2.051 -0.989
H 3.236 3.315 -0.643
B 0.893 0.436 -1.134
F 1.513 1.644 -1.558
F 0.505 -0.412 -2.181
F 1.865 -0.272 -0.393
F -0.187 0.774 -0.347
C -3.194 -1.992 -5.592
C -1.914 -1.566 -4.868
C -1.024 -0.671 -5.760
O -0.355 -1.496 -6.721
C -0.004 -0.825 -7.919
N -2.372 -0.754 -3.725
H -3.047 -2.615 -6.473
H -3.789 -1.108 -5.839
H -3.847 -2.542 -4.912
H -1.458 -2.461 -4.441
H -0.223 -0.192 -5.184
H -1.620 0.128 -6.209
H 0.570 -1.546 -8.496
H 0.580 0.092 -7.780
H -0.877 -0.490 -8.487
H -1.547 -0.257 -3.391
H -2.926 -0.022 -4.170
C -1.963 -2.725 1.580
C -0.506 -3.181 1.517
C -0.239 -4.682 1.682
O -0.728 -5.031 2.948
C -0.665 -6.443 3.140
N 0.007 -2.722 0.219
H -2.171 -1.662 1.473
H -2.420 -3.093 2.502
H -2.515 -3.225 0.778
H -0.007 -2.660 2.344
H 0.835 -4.899 1.584
H -0.679 -5.220 0.831
H 0.365 -6.750 3.342
H -1.078 -6.964 2.276
H -1.218 -6.733 4.032
H 0.209 -1.741 0.380
H 0.899 -3.147 -0.017
C -1.506 -1.870 6.030
C -0.996 -0.975 4.918
C -1.305 0.530 5.036
O -0.608 1.261 4.039
C -1.237 1.401 2.788
N 0.456 -1.124 4.773
H -1.093 -2.879 6.017
H -2.585 -2.028 6.027
H -1.197 -1.470 7.001
H -1.410 -1.328 3.965
H -0.904 0.802 6.016
H -2.379 0.738 5.066
H -1.642 0.452 2.425
H -0.563 1.770 2.017
H -2.077 2.104 2.829
H 0.738 -0.294 4.257
H 0.949 -0.989 5.654
C 0.619 5.816 1.199
C 1.847 4.939 0.981
C 1.979 3.804 1.987
O 3.108 3.004 1.694
C 3.030 1.681 2.238
N 1.888 4.362 -0.366
H 0.397 6.585 0.456
H 0.732 6.429 2.100
H -0.316 5.272 1.351
H 2.744 5.556 1.092
H 1.029 3.273 2.115
H 2.192 4.233 2.973
H 2.849 1.681 3.313
H 3.978 1.180 2.044
H 2.233 1.197 1.669
H 1.704 5.104 -1.032
H 1.194 3.627 -0.486
O -1.701 3.149 -0.573
H -1.547 2.195 -0.534
H -2.462 3.298 0.000
O -0.212 2.508 -3.540
H 0.468 2.147 -2.953
H -0.981 2.647 -2.972
```

=====

C20H17Cl4NO3S | ωB97M-V/def2-TZVPD

Calculated values
**Relative energy (zero: lowest compared OMol25 entry of this formula, charge and spin)**: 41.78 kcal/mol
**Net charge**: 0
**Calculated total energy**: -89567.9210 eV
**Multiplicity**: 1
**Molecular weight**: 493.239 Da
**LUMO level**: -1.227 eV
**Kohn-Sham gap**: 5.562 eV

Structure (XYZ):
```
46
C20H17Cl4NO3S, DFT ωB97M-V/def2-TZVPD
Cl -0.259 4.881 2.830
C 0.471 3.363 2.568
C -0.307 2.224 2.365
Cl -1.892 2.285 3.013
C 0.284 0.857 2.124
O 0.031 -0.087 2.917
C 1.705 1.016 1.525
O 2.340 0.109 0.894
C 2.495 2.158 2.049
Cl 4.196 2.066 1.946
C 1.907 3.340 2.475
Cl 2.843 4.722 2.906
C -2.668 -0.626 1.881
O -1.826 0.199 1.022
C -0.505 -0.168 0.781
C -0.375 -1.718 0.770
C -1.225 -2.629 0.072
C -1.052 -4.019 0.211
C -0.017 -4.549 1.004
C 0.846 -3.658 1.627
C 0.690 -2.280 1.469
C -0.138 0.529 -0.444
N 0.282 -0.035 -1.634
C 1.087 -1.261 -1.753
C 0.059 0.764 -2.753
C 0.427 0.314 -4.144
C -0.527 1.936 -2.435
C -0.962 3.023 -3.363
S -0.865 2.059 -0.730
H -3.144 0.056 2.593
H -3.422 -1.072 1.212
H -2.111 -1.414 2.423
H -2.047 -2.277 -0.568
H -1.725 -4.725 -0.291
H 0.103 -5.631 1.131
H 1.669 -4.002 2.252
H 1.405 -1.593 1.880
H 1.728 -1.197 -2.648
H 1.741 -1.371 -0.885
H 0.443 -2.145 -1.881
H 0.073 1.059 -4.873
H 1.511 0.221 -4.312
H -0.047 -0.639 -4.427
H -0.582 2.841 -4.375
H -2.060 3.081 -3.408
H -0.582 3.994 -3.015
```

=====

C23H25CrN2O6S | ωB97M-V/def2-TZVPD

Calculated values
**Expectation value of S²**: 3.7774
**Relative energy (zero: lowest compared OMol25 entry of this formula, charge and spin)**: 32.72 kcal/mol
**Net charge**: +2
**Calculated total energy**: -78767.0955 eV
**Multiplicity**: 4
**Molecular weight**: 509.524 Da
**LUMO level (alpha / beta)**: -7.400 / -6.661 eV
**Kohn-Sham gap (alpha / beta)**: 7.657 / 8.409 eV

Structure (XYZ):
```
58
C23H25CrN2O6S, DFT ωB97M-V/def2-TZVPD
Cr 0.295 0.061 -0.998
O 2.427 3.951 -2.167
C 1.956 2.754 -1.908
O 0.805 2.400 -2.056
C 2.968 1.772 -1.434
C 4.328 1.996 -1.433
C 5.176 0.923 -1.166
C 4.624 -0.331 -0.966
C 3.245 -0.453 -0.977
N 2.426 0.580 -1.152
C 2.527 -1.770 -0.863
O 3.120 -2.794 -0.656
O 1.232 -1.636 -1.005
H 1.729 4.524 -2.525
H 4.713 2.977 -1.671
H 6.248 1.062 -1.161
H 5.222 -1.220 -0.819
C -4.488 4.422 -1.175
C -3.371 3.431 -1.083
C -2.569 3.327 0.050
C -1.560 2.388 0.094
N -1.309 1.541 -0.908
C -2.071 1.640 -2.008
C -3.090 2.555 -2.133
H -4.435 5.161 -0.379
H -5.448 3.907 -1.098
H -4.474 4.937 -2.135
H -2.724 3.981 0.897
H -0.922 2.311 0.965
H -1.854 0.954 -2.818
H -3.665 2.586 -3.049
C -0.016 0.491 3.278
C 0.698 -0.040 2.085
C 1.976 -0.761 2.302
O 0.182 0.120 0.969
H 0.655 1.142 3.843
H -0.257 -0.347 3.937
H -0.925 1.018 3.007
H 1.820 -1.501 3.091
H 2.716 -0.054 2.690
H 2.354 -1.257 1.419
C -2.682 -3.170 -1.656
S -2.192 -1.914 -0.492
O -1.210 -1.077 -1.358
C -1.273 -2.855 0.690
C -1.646 -2.653 2.016
C -0.999 -3.368 3.014
C 0.014 -4.257 2.677
C 0.383 -4.442 1.348
C -0.265 -3.748 0.341
H -1.799 -3.679 -2.033
H -3.217 -2.670 -2.462
H -3.345 -3.858 -1.133
H -2.449 -1.967 2.259
H -1.302 -3.249 4.046
H 0.513 -4.822 3.454
H 1.174 -5.134 1.092
H 0.032 -3.886 -0.688
```

=====

C3H9NO2S | ωB97M-V/def2-TZVPD

Calculated values
**Relative energy (zero: lowest compared OMol25 entry of this formula, charge and spin)**: 32.98 kcal/mol
**Net charge**: 0
**Calculated total energy**: -19676.9831 eV
**Multiplicity**: 1
**SMILES**: CNC(=O)CS.O
**Molecular weight**: 123.177 Da
**LUMO level**: 0.374 eV
**Kohn-Sham gap**: 9.731 eV

Structure (XYZ):
```
16
C3H9NO2S, DFT ωB97M-V/def2-TZVPD
C 0.000 0.000 0.000
N 0.632 -1.299 -0.149
C 1.103 -2.036 0.839
O 1.431 -1.510 1.860
C 1.034 -3.553 0.722
S -0.586 -4.244 0.429
H -1.097 -0.058 0.098
H 0.243 0.678 -0.835
H 0.414 0.425 0.930
H 0.374 -1.846 -0.974
H 1.734 -3.915 -0.055
H 1.364 -3.969 1.693
H -0.975 -3.052 -0.071
O -7.637 -4.332 -1.059
H -6.890 -3.829 -0.662
H -7.694 -5.156 -0.523
```